No. 1
{"formula": "C5H7NO", "method": "wB97M-V/def2-TZVPD", "max_force_ev_per_a": 8.003, "orbital_gap_ev": 7.6, "mol_weight_g_mol": 97.117, "energy_ha": -324.58102, "homo_energy_ev": -6.82, "e_above_lowest_kj_mol": 376.6, "symbols": ["C", "C", "C", "C", "O", "N", "C", "H", "H", "H", "H", "H", "H", "H"], "positions_angstrom": [[-1.847, 0.607, -0.066], [1.017, -1.028, 0.053], [-0.297, -1.305, -0.063], [1.285, 1.512, -0.043], [2.139, -1.618, 0.262], [-0.612, -0.072, -0.375], [0.663, 0.340, -0.143], [1.986, -2.576, 0.253], [-0.882, -2.212, 0.088], [-2.694, -0.088, -0.095], [-2.036, 1.400, -0.795], [-1.815, 1.057, 0.933], [2.329, 1.548, 0.244], [0.764, 2.436, -0.254]]}

No. 2
{"formula": "C25H30ClN7NaO2S3", "method": "wB97M-V/def2-TZVPD", "max_force_ev_per_a": 0.386, "orbital_gap_ev": 6.3, "mol_weight_g_mol": 615.206, "energy_ha": -3321.65594, "total_charge": -1, "homo_energy_ev": -4.53, "e_above_lowest_kj_mol": 49.1, "symbols": ["Na", "N", "C", "C", "C", "C", "N", "H", "H", "H", "H", "H", "H", "H", "H", "H", "H", "H", "H", "Cl", "C", "C", "C", "C", "O", "C", "C", "O", "C", "H", "H", "H", "H", "S", "C", "S", "C", "N", "N", "C", "C", "C", "C", "C", "C", "S", "H", "H", "H", "H", "H", "C", "N", "C", "C", "N", "C", "H", "H", "H", "H", "H", "H", "C", "C", "N", "H", "H", "H"], "positions_angstrom": [[0.017, 0.221, -0.578], [0.930, -1.425, 1.077], [0.043, -1.447, 2.243], [-1.348, -1.962, 1.890], [-2.391, -1.669, 2.970], [-2.719, -0.190, 3.148], [-3.429, 0.350, 1.982], [1.105, -2.355, 0.717], [1.809, -0.993, 1.341], [-0.018, -0.417, 2.597], [0.437, -2.049, 3.077], [-1.300, -3.044, 1.725], [-1.660, -1.524, 0.939], [-2.043, -2.067, 3.929], [-3.321, -2.193, 2.726], [-1.803, 0.367, 3.378], [-3.372, -0.092, 4.021], [-3.351, 1.361, 1.983], [-2.980, 0.058, 1.117], [-5.377, -2.758, -5.135], [-4.374, -2.027, -3.898], [-4.985, -1.330, -2.835], [-4.223, -0.755, -1.860], [-2.780, -0.814, -1.864], [-2.112, -0.252, -0.959], [-2.197, -1.539, -2.969], [-0.773, -1.725, -3.126], [0.143, -1.262, -2.461], [-3.017, -2.133, -3.951], [-6.065, -1.264, -2.797], [-4.683, -0.232, -1.029], [-0.515, -2.384, -3.985], [-2.549, -2.683, -4.762], [5.728, 2.675, 3.744], [4.265, 2.200, 3.100], [3.039, 3.297, 2.546], [1.933, 1.958, 2.171], [2.487, 0.808, 2.420], [3.779, 0.959, 2.917], [4.424, -0.252, 3.287], [3.692, -1.192, 4.001], [4.276, -2.401, 4.346], [5.588, -2.668, 3.984], [6.310, -1.725, 3.266], [5.731, -0.517, 2.908], [0.377, 2.278, 1.570], [2.667, -0.969, 4.268], [3.702, -3.133, 4.900], [6.046, -3.612, 4.255], [7.332, -1.931, 2.973], [6.285, 0.222, 2.347], [-3.124, 3.465, -4.060], [-1.983, 3.286, -3.186], [-1.327, 4.263, -2.470], [-0.416, 3.609, -1.692], [-0.506, 2.256, -1.908], [-1.452, 2.101, -2.802], [-3.157, 4.497, -4.401], [-4.055, 3.233, -3.543], [-3.035, 2.814, -4.928], [-1.574, 5.306, -2.576], [0.278, 4.008, -0.969], [-1.810, 1.157, -3.186], [2.185, 0.701, -4.147], [2.385, 0.703, -2.704], [2.455, 0.731, -1.560], [3.082, 1.042, -4.660], [1.356, 1.366, -4.387], [1.936, -0.307, -4.475]]}

No. 3
{"formula": "C17H14ClNO4Sn", "method": "wB97M-V/def2-TZVPD", "max_force_ev_per_a": 2.889, "orbital_gap_ev": [5.2, 5.2], "mol_weight_g_mol": 450.466, "energy_ha": -1686.20810, "homo_energy_ev": [-8.61, -8.59], "symbols": ["C", "C", "C", "H", "C", "C", "H", "H", "H", "H", "Sn", "Cl", "C", "C", "C", "H", "C", "C", "H", "H", "H", "H", "O", "C", "O", "C", "C", "C", "C", "C", "C", "N", "O", "O", "H", "H", "H", "H"], "positions_angstrom": [[0.914, 2.265, 0.830], [1.875, 2.237, -0.204], [2.726, 1.112, 0.003], [1.978, 2.965, -0.993], [2.301, 0.459, 1.206], [1.166, 1.159, 1.697], [0.615, 0.926, 2.606], [0.117, 3.001, 0.957], [3.600, 0.834, -0.582], [2.762, -0.425, 1.661], [0.963, -0.226, -1.985], [-0.221, 1.689, -2.863], [1.728, -1.194, -4.093], [2.751, -1.900, -3.393], [3.641, -0.955, -2.824], [2.853, -2.982, -3.353], [3.203, 0.363, -3.157], [2.082, 0.223, -4.056], [1.652, 1.031, -4.660], [0.976, -1.648, -4.736], [4.592, -1.176, -2.339], [3.725, 1.307, -2.919], [0.064, -2.283, 0.407], [-0.762, -1.385, 0.209], [-0.818, -0.590, -0.868], [-1.828, -1.009, 1.220], [-2.217, 0.336, 1.295], [-3.224, 0.750, 2.153], [-3.898, -0.159, 2.992], [-3.551, -1.522, 2.914], [-2.520, -1.913, 2.067], [-4.944, 0.245, 3.876], [-5.256, 1.452, 3.964], [-5.486, -0.676, 4.535], [-1.734, 1.110, 0.703], [-3.451, 1.807, 2.231], [-4.105, -2.266, 3.477], [-2.268, -2.961, 2.023]]}

No. 4
{"formula": "C15H18N3", "method": "wB97M-V/def2-TZVPD", "max_force_ev_per_a": 2.882, "orbital_gap_ev": 5.6, "mol_weight_g_mol": 240.330, "energy_ha": -746.35514, "total_charge": 1, "homo_energy_ev": -10.72, "e_above_lowest_kj_mol": 18.1, "symbols": ["C", "C", "N", "C", "C", "C", "C", "C", "C", "C", "C", "C", "C", "C", "C", "H", "H", "H", "H", "H", "H", "H", "H", "H", "H", "H", "H", "C", "N", "N", "H", "H", "H", "H", "H", "H"], "positions_angstrom": [[-1.741, 2.172, -0.331], [-1.275, 0.866, -0.809], [-0.973, -0.141, 0.008], [-0.890, -1.502, -0.389], [-1.304, -2.044, -1.591], [-1.161, -3.434, -1.748], [-0.621, -4.221, -0.718], [-0.255, -3.651, 0.510], [-0.394, -2.270, 0.688], [-0.178, -1.368, 1.804], [-0.574, -0.067, 1.380], [-0.521, 1.024, 2.237], [-0.028, 0.821, 3.539], [0.389, -0.452, 3.959], [0.299, -1.560, 3.107], [-2.252, 2.660, -1.173], [-2.425, 2.125, 0.531], [-0.910, 2.836, -0.048], [-1.416, 0.578, -1.853], [-1.728, -1.405, -2.360], [-1.474, -3.901, -2.681], [-0.492, -5.290, -0.883], [0.130, -4.256, 1.327], [-0.870, 1.998, 1.913], [0.029, 1.661, 4.235], [0.787, -0.580, 4.964], [0.589, -2.564, 3.422], [2.704, 2.509, -2.997], [2.238, 1.863, -1.779], [1.332, 2.727, -1.104], [3.238, 1.746, -3.563], [1.837, 2.857, -3.565], [3.372, 3.354, -2.786], [3.002, 1.691, -1.132], [0.622, 3.011, -1.779], [0.911, 2.207, -0.333]]}